Molecular formula: C8H7N3OS2
Method: DFT, wB97M-V/def2-TZVPD

Structure (XYZ):
```
21
Properties=species:S:1:pos:R:3
C -1.14663 1.14656 2.78337
C -0.42897 -0.00438 3.16482
C -1.72264 1.29086 1.54038
C -0.41026 -1.03412 2.23259
C 1.46409 -0.41017 -2.20618
C -1.60986 0.16790 0.66531
C 0.54705 0.43804 -1.70204
C 1.24990 -1.72025 -2.89049
N -0.83749 -0.87451 0.98055
N 2.71162 0.11602 -2.01940
N 2.79133 1.22346 -1.41512
O -2.71539 1.53151 -1.14082
S 1.30077 1.82078 -1.00835
S -2.15555 0.18536 -1.01964
H -1.02292 2.04978 3.43104
H 0.19369 -0.03420 4.00245
H -2.17356 2.22929 1.36363
H 0.11464 -2.02624 2.19683
H 0.58326 -1.68513 -3.72192
H 2.37794 -1.91836 -3.12440
H 0.88895 -2.49221 -2.11260
```

Summary:
Relative energy (zero: lowest compared OMol25 entry of this formula, charge and spin), kcal per mole: 4.07
Strongest force on any atom, eV/Å: 3.74
HOMO energy (spin up / spin down), eV: -8.9915 / -9.6344